(1)
Entry from the Open Molecules 2025 dataset: a cluster of 2 separate species, C14H16 in total (wB97M-V/def2-TZVPD).

```
30
Properties=species:S:1:pos:R:3:mulliken_charge:R:1
C 0.42 -2.79 -1.81 -0.292
C -0.09 -2.67 -0.51 -0.602
C 2.89 1.71 2.11 -0.233
C -1.47 -1.64 -2.70 1.111
C -1.30 2.47 2.08 -1.183
C 0.93 3.03 1.66 -0.270
C -1.23 -1.88 -0.33 -0.248
C -2.21 -1.20 -4.01 -1.308
C 2.04 0.60 2.29 -0.621
C -0.31 -2.31 -2.91 -0.570
C 2.40 2.97 1.78 -0.587
C 0.11 2.04 2.00 0.728
C 0.59 0.75 2.28 -0.427
C -1.94 -1.36 -1.45 -0.770
H -3.23 -1.63 -3.79 0.275
H 0.60 3.99 1.23 0.247
H -1.73 2.62 3.11 0.282
H -1.77 -1.55 -4.93 0.335
H -2.29 -0.16 -4.19 0.317
H 4.02 1.81 2.25 0.226
H -2.84 -0.90 -1.21 0.447
H 1.40 -3.30 -1.97 0.292
H 0.13 -0.17 2.36 0.439
H 2.40 -0.36 2.26 0.437
H 3.00 3.85 1.62 0.400
H 0.48 -3.01 0.37 0.359
H 0.13 -2.59 -3.93 0.183
H -1.65 3.31 1.34 0.290
H -1.99 1.59 1.91 0.272
H -1.58 -1.89 0.67 0.470
```

SMILES ... Cc1ccccc1.Cc1ccccc1
Relative energy (zero: lowest compared OMol25 entry of this formula, charge and spin) ... 54.34 kcal/mol
Largest force on an atom ... 0.1136 hartree/bohr

(2)
Entry from the Open Molecules 2025 dataset: the molecule CF2O3S (wB97M-V/def2-TZVPD).

```
7
Properties=species:S:1:pos:R:3:mulliken_charge:R:1
S 0.80 0.51 1.03 0.873
F -0.12 1.57 2.06 -0.351
F 0.96 -1.03 -0.05 -0.444
O -0.92 0.18 0.13 -0.367
O 1.60 1.39 0.31 -0.322
O -0.93 -1.22 -1.68 -0.199
C -0.71 -0.67 -0.73 0.812
```

Relative energy (zero: lowest compared OMol25 entry of this formula, charge and spin) ... 55.46 kcal/mol
Largest force on an atom ... 0.0812 hartree/bohr

(3)
Entry from the Open Molecules 2025 dataset: the ion C4H3O2 with charge +1 (wB97M-V/def2-TZVPD).

```
9
Properties=species:S:1:pos:R:3:mulliken_spin:R:1
O -1.41 -0.69 0.16 -0.009
O 0.08 1.49 -1.19 0.042
C -0.17 -0.81 -0.51 0.926
C -0.46 0.10 0.84 0.896
C -0.32 -1.37 0.83 -0.014
C 0.47 0.56 -0.38 0.164
H 1.50 0.75 -0.09 -0.008
H -0.34 -2.32 1.42 0.005
H 0.65 2.27 -1.09 -0.001
```

Total charge ... +1
Spin multiplicity ... 3
Relative energy (zero: lowest compared OMol25 entry of this formula, charge and spin) ... 163.35 kcal/mol
Largest force on an atom ... 0.1340 hartree/bohr

(4)
Entry from the Open Molecules 2025 dataset: a structure of composition C50H28N13Zr (wB97M-V/def2-TZVPD).

```
92
Properties=species:S:1:pos:R:3:mulliken_charge:R:1
Zr 0.55 -0.22 0.33 0.791
N 0.82 -2.49 1.04 0.329
N -0.96 -0.81 1.73 -0.498
N 1.67 -1.28 -1.33 -0.185
N -2.49 1.61 -0.80 -0.326
N 1.51 2.17 2.39 -1.092
N 1.59 1.65 1.03 1.303
N -1.54 -2.95 0.89 -0.450
N 4.05 -1.04 -0.91 -0.420
N 3.39 0.37 0.84 -0.750
N -0.26 1.88 -0.11 -0.202
N -1.01 -0.32 -1.23 0.237
N -0.82 1.28 2.42 -0.315
N -0.29 -2.35 -2.29 -0.302
C 4.10 3.99 -2.03 -0.953
C 4.64 1.66 -2.36 -0.524
C 4.64 2.97 -2.81 -0.711
C -5.56 -1.11 1.78 -0.804
C -1.00 2.73 2.33 1.350
C -3.08 0.02 2.15 0.877
C -1.49 3.36 3.60 -0.933
C 2.06 -2.99 1.21 -0.544
C -3.47 4.26 2.48 -0.813
C -0.21 -3.35 0.90 0.269
C 0.46 3.20 1.96 2.201
C -3.16 -0.27 -2.18 0.485
C -4.19 0.74 2.54 -0.242
C 4.26 -3.76 -2.32 -0.386
C 4.02 -4.95 -2.99 -0.684
C 2.33 -4.34 1.19 -0.996
C -2.51 -1.42 -2.60 0.154
C 3.04 -1.67 -1.37 -0.435
C 1.89 -3.32 -2.45 0.075
C -2.63 4.07 3.64 -0.662
C 1.28 -5.22 0.92 -0.352
C 3.20 4.02 2.37 -1.425
C 0.98 -2.25 -2.01 0.357
C 2.73 -5.31 -3.39 -0.744
C 3.56 3.75 -0.78 -0.441
C -4.44 -1.86 1.43 -0.269
C -4.45 0.01 -2.58 -0.288
C -5.08 -0.92 -3.39 -0.727
C -3.13 -2.35 -3.42 -0.155
C 3.86 0.20 -0.35 0.032
C -1.84 -1.79 1.39 0.043
C 3.16 -2.96 -2.05 0.443
C 2.96 2.56 2.31 0.446
C 2.16 4.91 2.44 -0.540
C 0.66 2.61 0.54 -1.461
C -3.15 3.69 1.29 -0.578
C 0.82 4.57 2.30 -0.960
C -1.18 -1.39 -2.01 -0.057
C -1.93 2.97 1.12 0.363
C -2.22 0.48 -1.33 -0.543
C -4.43 -2.08 -3.80 -0.740
C -3.20 -1.27 1.63 0.463
C 1.64 -4.50 -3.13 -0.170
C -1.57 2.24 0.00 -0.518
C 3.58 2.45 -0.31 0.306
C 3.04 1.81 0.93 1.129
C 4.11 1.43 -1.10 0.099
C -1.63 0.33 2.20 0.231
C -5.44 0.15 2.34 -0.905
C 0.01 -4.72 0.77 -0.819
H 5.26 -3.47 -2.01 0.588
H -2.61 -3.25 -3.73 0.605
H -4.95 0.92 -2.25 0.602
H 4.22 4.36 2.47 0.431
H 0.64 -4.76 -3.44 0.588
H 3.53 2.03 3.08 0.468
H -2.93 4.53 4.57 0.455
H -6.33 0.69 2.62 0.463
H -4.37 4.85 2.57 0.443
H -0.84 -5.36 0.59 0.573
H -0.87 3.23 4.47 0.450
H 2.41 5.95 2.63 0.427
H 2.59 -6.25 -3.91 0.447
H -4.96 -2.78 -4.44 0.434
H 5.05 3.20 -3.78 0.423
H 2.85 -2.26 1.37 0.715
H -6.10 -0.74 -3.72 0.430
H 4.10 5.00 -2.42 0.433
H -3.80 3.80 0.43 0.452
H 4.84 -5.61 -3.21 0.447
H 3.13 4.55 -0.19 0.473
H 5.04 0.85 -2.95 0.539
H -6.55 -1.54 1.64 0.446
H 0.04 5.31 2.40 0.475
H 1.47 -6.29 0.84 0.475
H -4.52 -2.85 1.03 0.602
H 3.34 -4.69 1.34 0.496
H -4.11 1.72 2.98 0.559
```

Total charge ... +1
Relative energy (zero: lowest compared OMol25 entry of this formula, charge and spin) ... 243.51 kcal/mol
Largest force on an atom ... 0.0501 hartree/bohr